Entry from OMol25: 7 unconnected molecules or ions with the total composition C10H34N15O8S at a distorted geometry (ωB97M-V/def2-TZVPD).

Structure (XYZ):
```
68
Properties=species:S:1:pos:R:3:forces:R:3:lowdin_charge:R:1
C -0.300 2.120 2.607 1.67 -0.81 1.01 -0.128
S -1.520 3.158 1.635 3.45 5.65 -6.76 0.778
O -1.303 2.894 0.105 -1.38 -0.50 6.03 -0.353
O -1.215 4.665 1.862 -1.77 -5.31 0.89 -0.371
N -3.202 2.847 1.981 -1.22 1.39 2.54 -0.172
C -3.729 1.444 1.772 -3.44 -0.75 0.46 -0.162
C -4.820 1.327 3.028 0.12 2.19 -0.40 -0.118
N -4.017 2.131 4.072 0.55 1.26 -0.26 -0.009
C -3.776 3.425 3.266 1.22 -2.83 -0.59 -0.130
N -4.063 4.735 3.617 0.09 -2.19 -1.35 0.226
H -0.761 1.484 3.475 0.64 1.18 -1.83 0.078
H 0.319 1.448 1.846 -1.76 1.34 1.38 0.108
H 0.506 2.852 3.096 -2.15 -1.20 -1.19 0.120
H -2.981 0.551 1.893 -1.21 2.05 -0.78 0.150
H -4.477 1.440 0.849 2.73 -0.20 1.54 0.150
H -5.746 2.064 2.874 1.60 -2.16 -0.18 0.146
H -5.148 0.258 3.378 0.95 2.27 -0.61 0.160
H -3.104 1.588 4.006 -0.99 1.27 0.59 0.106
H -4.642 5.343 2.963 1.89 -0.98 0.57 0.178
H -3.816 5.178 4.538 -0.80 -1.35 -0.91 0.169
C 3.211 -0.546 1.504 0.08 0.08 -0.29 -0.730
O 3.581 0.074 2.489 0.01 0.38 0.84 -0.010
N 3.224 -1.890 1.443 0.44 -1.04 0.43 0.154
N 2.757 0.060 0.392 -0.14 0.47 0.26 0.136
H 2.923 -2.418 0.641 -0.06 0.09 0.26 0.097
H 3.558 -2.385 2.260 -0.13 0.09 -0.41 0.111
H 2.731 1.071 0.396 0.05 -0.53 -0.25 0.098
H 2.448 -0.433 -0.428 0.04 0.33 0.13 0.065
C -4.092 -0.697 -1.146 0.10 -0.13 -0.41 -0.693
O -3.965 -0.535 0.057 -0.04 -0.22 0.46 -0.021
N -5.074 -1.446 -1.679 -1.10 -0.72 0.08 0.160
N -3.261 -0.141 -2.046 0.89 0.70 -0.23 0.173
H -5.195 -1.590 -2.667 0.03 0.03 0.18 0.105
H -5.722 -1.882 -1.036 0.23 0.11 -0.31 0.115
H -2.508 0.430 -1.687 -0.14 -0.16 -0.19 0.114
H -3.350 -0.263 -3.041 0.01 0.01 0.19 0.106
C 0.509 -3.831 3.061 -0.04 -0.12 0.01 -0.698
O 0.874 -3.593 1.921 0.02 0.01 -0.42 -0.001
N 0.748 -2.999 4.091 0.34 1.24 0.60 0.165
N -0.166 -4.948 3.390 -0.70 -1.04 -0.21 0.167
H 0.455 -3.178 5.036 0.11 -0.03 -0.19 0.102
H 1.253 -2.147 3.886 -0.05 -0.28 0.10 0.107
H -0.366 -5.601 2.645 0.12 0.14 0.33 0.107
H -0.475 -5.162 4.324 0.13 0.01 -0.17 0.104
C 2.054 1.164 -2.887 0.19 0.86 -0.02 -0.680
O 1.816 0.704 -1.782 -0.54 -0.17 -0.12 -0.015
N 1.988 0.427 -4.011 -0.29 -1.29 -0.88 0.157
N 2.401 2.449 -3.081 0.01 0.57 0.52 0.178
H 2.180 0.788 -4.930 0.01 -0.01 0.24 0.098
H 1.730 -0.546 -3.910 0.14 0.38 -0.10 0.111
H 2.462 3.038 -2.261 -0.01 -0.20 -0.38 0.118
H 2.601 2.846 -3.983 0.16 0.24 -0.07 0.046
C 3.554 4.694 -6.326 0.02 0.07 0.05 -0.695
O 3.316 4.234 -5.220 -0.16 -0.24 0.39 0.012
N 3.488 3.958 -7.450 -0.23 -1.12 -0.75 0.157
N 3.901 5.979 -6.519 0.24 1.15 0.39 0.161
H 3.680 4.319 -8.369 -0.03 -0.07 0.18 0.104
H 3.230 2.985 -7.348 0.14 0.41 -0.13 0.111
H 3.962 6.569 -5.699 0.00 -0.19 -0.34 0.118
H 4.101 6.377 -7.422 -0.03 -0.09 0.17 0.104
C 2.478 -7.059 0.966 0.41 0.14 0.50 -0.724
O 3.242 -6.936 1.910 0.02 0.00 0.07 0.022
N 2.462 -8.151 0.180 0.35 -1.49 -0.61 0.144
N 1.583 -6.113 0.626 -0.73 0.90 0.03 0.154
H 1.840 -8.270 -0.601 0.14 0.04 0.17 0.095
H 3.119 -8.887 0.402 -0.27 0.27 -0.12 0.112
H 1.563 -5.274 1.192 -0.14 0.14 -0.25 0.051
H 0.946 -6.196 -0.147 0.17 0.01 0.11 0.099
```
Forces are in eV/Å.

As for the total energy: -60481.9526 eV. Its total charge is +1. The strongest force on any atom is 0.184 hartree/bohr. Its LUMO energy is -5.64 eV. The orbital gap comes out at 5.0 eV. The highest occupied orbital energy comes out at -0.391 Eh.